{
  "formula": "C5H9NO",
  "method": "the ωB97M-V functional and the def2-TZVPD basis",
  "symbols": ["C", "C", "N", "C", "C", "C", "O", "H", "H", "H", "H", "H", "H", "H", "H", "H"],
  "coordinates": [[1.16705, -0.74200, 1.16184], [1.13632, -0.42194, -0.31350], [0.37422, -1.33193, -1.17169], [-0.07306, 0.04287, -1.02807], [-1.37875, 0.30314, -0.27532], [-1.01831, 1.85379, 0.28179], [-0.86124, 2.67681, 1.13373], [0.24808, -1.24782, 1.47197], [2.00157, -1.41565, 1.38235], [1.29030, 0.16562, 1.76358], [2.07277, -0.02700, -0.70899], [0.82469, -1.47634, -2.07055], [0.07217, 0.75175, -1.84384], [-1.57293, -0.58653, 0.35013], [-2.21599, 0.42712, -0.96768], [-2.06689, 1.02810, 0.83424]],
  "e_tot_ev": -8861.9412,
  "orbital_gap_ev": [7.75, 7.75],
  "e_homo_ev": [-7.42, -7.42],
  "charge": 0,
  "de_lowest_kcal_mol": 167.7,
  "fmax_ha_per_bohr": 0.018
}